P | ORCA calculation (ωB97M-V/def2-TZVPD) on a 2-piece molecular cluster, CH5S3 overall.

Cartesian coordinates (Å):
S -3.022 0.883 0.220
H -2.914 0.543 -1.063
C 1.459 -1.015 0.069
S 1.136 0.420 1.150
S 0.296 1.792 -0.159
H 1.704 -0.614 -0.914
H 0.582 -1.655 0.021
H 2.365 -1.488 0.444
H -1.606 1.135 0.232

Frontier orbital gap   0.2292 Eh
Total charge   -1
LUMO level   0.1327 Eh
HOMO energy   -0.096 hartree

=====

Q | ORCA calculation (ωB97M-V/def2-TZVPD) on a 2-piece molecular cluster, CH5S3 overall.

Cartesian coordinates (Å):
S -2.814 -0.048 -1.809
H -2.115 0.477 -2.833
C 1.652 -0.601 1.015
S 0.986 0.993 0.280
S -0.990 0.920 1.097
H 0.823 -1.167 1.399
H 2.447 -0.224 1.649
H 2.101 -1.043 0.120
H -2.090 0.692 -0.918

Frontier orbital gap   0.2226 Eh
Total charge   -1
LUMO level   0.1313 Eh
HOMO energy   -0.091 hartree

=====

Most stable pick: P. Distance to second place: 33.5 kJ/mol.

=====

P | ORCA calculation (ωB97M-V/def2-TZVPD) on a 2-piece molecular cluster, C5H13N3 overall.

Cartesian coordinates (Å):
C 2.251 -1.319 0.552
C 3.212 -0.458 0.891
N 3.127 0.553 1.833
C 2.263 1.458 1.668
H 1.306 -1.354 1.080
H 2.459 -2.026 -0.237
H 4.189 -0.610 0.444
H 2.150 2.212 2.434
H 1.636 1.457 0.774
N -2.314 -1.697 -0.232
C -2.481 -0.257 -0.361
C -1.179 0.375 -0.843
N -1.437 1.720 -1.353
H -2.264 -2.179 -1.120
H -3.078 -2.115 0.285
H -2.787 0.137 0.606
H -3.266 0.034 -1.076
H -0.498 0.474 0.002
H -0.726 -0.297 -1.579
H -0.571 2.195 -1.578
H -1.991 1.695 -2.192

Frontier orbital gap   0.3691 Eh
LUMO level   0.0364 Eh
HOMO energy   -0.333 hartree

=====

Q | ORCA calculation (ωB97M-V/def2-TZVPD) on the molecule C5H13N3.

Cartesian coordinates (Å):
C 2.796 -0.285 0.561
C 1.618 0.338 0.593
N 0.638 0.293 -0.388
N 0.889 -0.526 -1.521
C -0.750 0.148 -0.041
C -1.608 0.689 -1.182
C -1.141 0.796 1.283
N -0.957 -1.422 -0.031
H 3.148 -0.841 -0.293
H 3.489 -0.177 1.375
H 1.313 0.822 1.512
H 1.740 -0.194 -1.967
H 0.520 -1.549 -1.100
H -1.487 1.769 -1.240
H -1.276 0.250 -2.118
H -2.656 0.449 -1.014
H -2.227 0.812 1.367
H -0.717 0.273 2.139
H -0.796 1.831 1.304
H -0.595 -1.820 0.831
H -1.940 -1.656 -0.071

Frontier orbital gap   0.3170 Eh
LUMO level   0.0338 Eh
HOMO energy   -0.283 hartree

=====

R | ORCA calculation (ωB97M-V/def2-TZVPD) on a 2-piece molecular cluster, C5H13N3 overall.

Cartesian coordinates (Å):
C -0.253 -3.085 -0.495
C -1.291 -1.985 -0.366
C -1.103 -0.747 0.181
C -2.131 0.360 0.268
H -0.352 -3.824 0.305
H -0.340 -3.635 -1.434
H 0.780 -2.684 -0.422
H -2.308 -2.219 -0.659
H -0.135 -0.553 0.725
H -3.141 0.028 0.119
H -1.851 1.111 -0.525
H -2.070 0.825 1.281
N 1.960 1.133 1.300
C 1.238 1.304 0.197
N 0.102 2.198 0.024
N 1.553 0.611 -0.943
H 1.671 1.752 2.057
H -0.033 2.833 0.804
H 0.100 2.630 -0.876
H 1.176 0.919 -1.811
H 2.444 0.142 -0.930

Frontier orbital gap   0.3414 Eh
LUMO level   0.0263 Eh
HOMO energy   -0.315 hartree

=====

Most stable pick: R. Distance to second place: 95.3 kJ/mol.

=====

P | ORCA calculation (ωB97M-V/def2-TZVPD) on the molecule C4H9N3O.

Cartesian coordinates (Å):
C -0.772 1.987 1.126
C -0.380 0.988 0.339
N 0.719 0.149 0.692
C 0.561 -1.352 0.653
N 1.424 -1.556 -0.496
C -1.158 0.716 -0.933
N -0.584 -0.123 -1.818
O -2.280 1.178 -1.075
H -1.606 2.601 0.825
H -0.316 2.185 2.085
H 1.163 0.478 1.542
H -0.489 -1.620 0.479
H 0.944 -1.760 1.600
H 1.844 -2.477 -0.512
H 1.794 -0.379 -0.250
H -1.111 -0.314 -2.655
H 0.246 -0.700 -1.601

Frontier orbital gap   0.3586 Eh
LUMO level   0.0293 Eh
HOMO energy   -0.329 hartree

=====

Q | ORCA calculation (ωB97M-V/def2-TZVPD) on the molecule C4H9N3O.

Cartesian coordinates (Å):
C 2.027 0.693 0.197
C 0.576 0.430 -0.104
C -0.384 1.506 -0.047
N -1.582 1.246 0.441
O -2.592 0.675 -0.346
C -0.032 -0.832 -0.016
N 0.572 -1.826 0.714
N -0.861 -1.312 -1.008
H 2.238 1.763 0.267
H 2.360 0.262 1.147
H 2.647 0.279 -0.606
H -0.036 2.544 0.038
H -2.996 1.384 -0.874
H 0.115 -2.726 0.652
H 0.875 -1.534 1.634
H -1.404 -0.548 -1.407
H -1.524 -2.004 -0.681

Frontier orbital gap   0.2357 Eh
LUMO level   0.0028 Eh
HOMO energy   -0.233 hartree

=====

Most stable pick: P. Distance to second place: 297.9 kJ/mol.

=====

P | ORCA calculation (ωB97M-V/def2-TZVPD) on the molecule C4H9N3O.

Cartesian coordinates (Å):
H 0.842 1.874 -2.469
N 0.759 1.761 -1.455
C 0.690 0.587 -1.075
N 0.521 -0.796 -1.476
C 0.238 -0.411 -0.114
C -1.285 -0.353 0.258
N -2.029 0.226 -0.832
O 1.110 -0.895 0.860
C 1.380 -0.015 1.933
H 1.280 -1.435 -1.660
H -1.399 0.278 1.149
H -1.568 -1.397 0.503
H -3.015 0.300 -0.597
H -1.921 -0.331 -1.666
H 1.824 0.916 1.573
H 2.093 -0.530 2.568
H 0.479 0.220 2.500

Frontier orbital gap   0.3588 Eh
LUMO level   0.0368 Eh
HOMO energy   -0.322 hartree

=====

Q | ORCA calculation (ωB97M-V/def2-TZVPD) on the molecule C4H9N3O.

Cartesian coordinates (Å):
C 2.040 -0.584 1.370
C 0.517 -0.147 1.041
N 0.411 1.289 0.943
N -0.423 1.535 -0.180
C -0.580 0.501 -1.036
O -1.410 0.457 -1.911
C 0.019 -0.748 -0.327
N -0.809 -1.923 -0.198
H 2.655 -0.338 0.526
H 2.108 -1.621 1.602
H 2.278 -0.045 2.237
H -0.093 -0.654 1.823
H 1.316 1.598 0.733
H -1.263 1.995 -0.056
H 0.850 -1.123 -0.944
H -1.659 -1.688 0.266
H -1.144 -2.213 -1.141

Frontier orbital gap   0.3767 Eh
LUMO level   0.0363 Eh
HOMO energy   -0.340 hartree

=====

Most stable pick: Q. Distance to second place: 133.7 kJ/mol.

=====

P | ORCA calculation (ωB97M-V/def2-TZVPD) on the molecule C5H12N2.

Cartesian coordinates (Å):
H 2.461 -0.531 -0.619
N 2.689 -0.862 0.328
C 1.607 -0.977 1.000
C -0.017 -0.722 0.371
C -0.929 -0.275 1.506
N 0.185 0.111 -0.752
C 0.400 1.532 -0.504
C -1.214 -0.088 -1.695
H 1.675 -1.304 2.052
H -0.275 -1.743 0.069
H -1.944 -0.647 1.339
H -0.583 -0.685 2.461
H -0.979 0.810 1.614
H 0.586 2.028 -1.462
H -0.455 2.035 -0.041
H 1.291 1.704 0.107
H -0.861 -0.639 -2.566
H -1.610 0.884 -1.997
H -2.028 -0.632 -1.213

Frontier orbital gap   0.3621 Eh
LUMO level   0.0350 Eh
HOMO energy   -0.327 hartree

=====

Q | ORCA calculation (ωB97M-V/def2-TZVPD) on the molecule C5H12N2.

Cartesian coordinates (Å):
C 1.193 0.467 -2.316
C 1.150 -0.511 -1.404
C 1.800 -0.340 -0.091
C 0.845 0.214 1.021
N -0.420 -0.516 1.126
C -1.615 0.276 1.327
N -2.460 0.213 0.110
H 0.534 0.476 -3.182
H 1.944 1.250 -2.149
H 0.625 -1.466 -1.528
H 2.618 0.343 -0.204
H 2.013 -1.316 0.375
H 0.713 1.301 0.892
H 1.252 0.084 2.032
H -0.652 -1.335 0.582
H -1.381 1.333 1.435
H -2.199 0.069 2.191
H -3.453 0.103 0.052
H -2.000 0.722 -0.654

Frontier orbital gap   0.3412 Eh
LUMO level   0.0435 Eh
HOMO energy   -0.298 hartree

=====

R | ORCA calculation (ωB97M-V/def2-TZVPD) on C5H12N2 as an isolated structure.

Cartesian coordinates (Å):
C 2.230 0.181 2.014
C 0.952 -0.292 1.312
C 0.399 0.750 0.105
C -0.407 0.009 -0.864
C -1.879 0.165 -0.837
N -2.856 -0.142 -1.779
N -0.188 -0.967 -1.930
H 2.686 -0.633 2.637
H 2.148 1.050 2.686
H 2.972 0.426 1.253
H 0.179 -0.534 2.036
H 1.145 -1.129 0.682
H -0.041 1.595 0.626
H 1.400 1.290 -0.191
H -2.313 0.844 -0.163
H -2.346 -0.885 -1.030
H -3.847 -0.193 -1.600
H -0.910 -0.687 -2.592
H 0.675 -0.848 -2.365

Frontier orbital gap   0.2939 Eh
LUMO level   0.0375 Eh
HOMO energy   -0.256 hartree

=====

Most stable pick: Q. Distance to second place: 23.3 kJ/mol.

=====

P | ORCA calculation (ωB97M-V/def2-TZVPD) on a 2-piece molecular cluster, C5H12N2 overall.

Cartesian coordinates (Å):
N -2.931 0.075 0.226
C -1.859 -0.512 -0.520
C -1.919 -1.751 -1.053
N -0.904 -2.418 -1.810
H -3.323 0.876 -0.257
H -2.644 0.381 1.149
H -0.968 0.079 -0.682
H -2.841 -2.362 -0.948
H -1.211 -2.512 -2.788
H -0.760 -3.379 -1.470
C 3.511 1.500 1.102
C 2.204 1.582 1.369
C 1.131 0.943 0.517
H 4.249 1.959 1.789
H 3.905 0.945 0.244
H 1.825 2.140 2.212
H 0.477 1.758 0.101
H 1.570 0.408 -0.314
H 0.490 0.290 1.133

Frontier orbital gap   0.3776 Eh
LUMO level   0.0364 Eh
HOMO energy   -0.341 hartree

=====

Q | ORCA calculation (ωB97M-V/def2-TZVPD) on a 2-piece molecular cluster, C5H12N2 overall.

Cartesian coordinates (Å):
H -3.821 1.058 1.442
N -3.060 0.414 1.260
C -2.361 0.332 0.206
C -2.615 -0.712 -0.849
N -1.475 1.360 -0.201
H -3.147 -0.271 -1.695
H -3.277 -1.479 -0.458
H -1.654 -1.130 -1.147
H -1.705 2.250 0.222
H -1.346 1.521 -1.192
C 1.823 -0.433 1.379
C 2.230 -0.729 0.116
C 3.372 -0.037 -0.572
H 1.664 -1.215 2.105
H 2.038 0.556 1.759
H 2.244 -1.787 -0.135
H 4.326 -0.524 -0.359
H 3.278 -0.164 -1.652
H 3.487 0.990 -0.230

Frontier orbital gap   0.3317 Eh
LUMO level   0.0332 Eh
HOMO energy   -0.299 hartree

=====

Most stable pick: P. Distance to second place: 86.8 kJ/mol.

=====

P | ORCA calculation (ωB97M-V/def2-TZVPD) on the molecule C5H12N2.

Cartesian coordinates (Å):
C 1.902 0.979 -1.749
N 0.763 -0.037 -1.458
C 1.189 -1.090 -0.497
C 0.293 -1.583 0.399
C -0.464 -0.700 1.351
C -1.256 0.565 0.884
N -2.714 0.352 0.901
H 2.838 0.591 -2.220
H 2.215 1.344 -0.756
H 1.348 1.738 -2.296
H 0.706 -0.563 -2.323
H 2.266 -1.127 -0.330
H 0.054 -2.714 0.362
H -1.239 -1.219 1.922
H 0.240 -0.291 2.049
H -1.032 0.727 -0.172
H -0.929 1.400 1.538
H -3.025 1.280 0.573
H -3.157 0.347 1.821

Frontier orbital gap   0.2918 Eh
LUMO level   0.0164 Eh
HOMO energy   -0.275 hartree

=====

Q | ORCA calculation (ωB97M-V/def2-TZVPD) on the molecule C5H12N2.

Cartesian coordinates (Å):
N -1.987 -1.159 -1.123
C -1.539 0.256 -1.058
C -0.028 0.209 -0.634
C 0.471 -0.964 0.274
C 1.597 -0.340 1.060
C 1.022 1.067 1.420
N 0.308 1.447 0.208
H -3.004 -1.186 -1.180
H -1.679 -1.563 -2.004
H -2.220 0.786 -0.372
H -1.818 0.765 -1.979
H 0.700 0.304 -1.487
H 0.783 -1.740 -0.414
H -0.173 -1.397 1.054
H 1.759 -0.801 2.034
H 2.613 -0.297 0.598
H 1.928 1.592 1.691
H 0.428 0.970 2.319
H 0.838 2.049 -0.407

Frontier orbital gap   0.3532 Eh
LUMO level   0.0403 Eh
HOMO energy   -0.313 hartree

=====

R | ORCA calculation (ωB97M-V/def2-TZVPD) on a 2-piece molecular cluster, C5H12N2 overall.

Cartesian coordinates (Å):
C 0.112 -0.199 -1.595
C 2.375 -0.019 -0.253
C -1.750 0.124 1.210
C -1.272 0.152 -1.520
N 0.948 -0.219 -0.044
C 0.449 -0.184 1.122
N 0.762 -0.290 2.322
H 0.091 -0.007 3.029
H 0.346 -1.219 -1.883
H 0.753 0.523 -2.095
H 2.923 -0.285 0.650
H 2.716 -0.657 -1.071
H 2.590 1.022 -0.513
H -2.776 0.184 0.838
H -1.524 1.029 1.770
H -1.772 -0.744 1.863
H -1.442 0.240 -0.200
H -1.540 1.159 -1.822
H -1.988 -0.611 -1.807

Frontier orbital gap   0.3110 Eh
LUMO level   0.0324 Eh
HOMO energy   -0.279 hartree

=====

Most stable pick: Q. Distance to second place: 291.4 kJ/mol.

=====

P | ORCA calculation (ωB97M-V/def2-TZVPD) on a 2-piece molecular cluster, C5H12N2 overall.

Cartesian coordinates (Å):
C -1.021 1.565 2.010
N -0.970 0.924 0.714
C -1.550 -0.177 0.545
N -2.287 -0.843 1.588
H -1.878 1.254 2.609
H -1.023 2.643 1.864
H -0.119 1.326 2.577
H -1.563 -0.642 -0.438
H -3.147 -1.231 1.195
H -1.825 -1.749 1.744
C 1.880 0.778 -2.103
C 1.858 -0.269 -1.288
C 2.186 -1.678 -1.703
H 1.768 1.772 -1.696
H 2.149 0.641 -3.142
H 1.631 -0.119 -0.238
H 1.368 -2.358 -1.466
H 2.390 -1.716 -2.774
H 3.093 -2.046 -1.220

Frontier orbital gap   0.3759 Eh
LUMO level   0.0312 Eh
HOMO energy   -0.345 hartree

=====

Q | ORCA calculation (ωB97M-V/def2-TZVPD) on the molecule C5H12N2.

Cartesian coordinates (Å):
C -1.540 -0.143 -1.541
C -1.002 -0.829 -0.294
C 0.806 -0.471 -0.154
N 1.572 -1.632 -0.077
N 0.856 0.312 1.045
C 1.181 1.690 1.022
C -0.381 0.893 1.391
H -1.644 0.933 -1.384
H -0.865 -0.277 -2.387
H -2.513 -0.547 -1.829
H -0.880 -1.900 -0.465
H -1.751 -0.835 0.500
H 1.027 0.083 -1.073
H 2.448 -1.647 -0.576
H 1.457 -2.168 0.772
H 1.910 2.034 1.745
H 1.073 2.250 0.098
H -0.656 0.833 2.438
H -1.098 1.422 0.769

Frontier orbital gap   0.3584 Eh
LUMO level   0.0440 Eh
HOMO energy   -0.314 hartree

=====

R | ORCA calculation (ωB97M-V/def2-TZVPD) on the molecule C5H12N2.

Cartesian coordinates (Å):
C 2.358 0.463 -0.723
C 1.535 0.294 0.670
C 0.583 -0.884 0.588
C -0.845 -0.471 0.131
N -1.621 -1.518 -0.471
C -1.350 0.754 0.223
N -2.735 0.948 -0.116
H 3.385 0.753 -0.430
H 2.530 -0.607 -1.208
H 2.156 1.303 -1.362
H 2.403 0.000 1.295
H 1.052 1.211 0.969
H 0.430 -1.390 1.567
H 0.715 -1.786 -0.105
H -0.938 -2.164 -0.865
H -2.413 -1.242 -1.032
H -0.997 1.446 1.039
H -3.285 1.270 0.679
H -2.960 1.620 -0.849

Frontier orbital gap   0.3324 Eh
LUMO level   0.0416 Eh
HOMO energy   -0.291 hartree

=====

S | ORCA calculation (ωB97M-V/def2-TZVPD) on a 2-piece molecular cluster, C5H12N2 overall.

Cartesian coordinates (Å):
H 2.719 0.962 -0.728
N 2.077 0.173 -0.763
C 1.667 -0.248 0.343
C 0.719 -1.396 0.433
C 0.156 -1.805 -0.919
H 1.956 0.170 1.319
H -0.081 -1.122 1.132
H 1.263 -2.238 0.884
H 0.968 -2.080 -1.592
H -0.376 -0.964 -1.364
H -0.526 -2.650 -0.806
C -0.418 2.164 0.283
C -1.386 1.366 0.714
N -2.342 0.778 -0.081
H -0.249 2.338 -0.767
H 0.241 2.662 0.968
H -1.545 1.217 1.774
H -2.724 -0.099 0.241
H -2.119 0.771 -1.069

Frontier orbital gap   0.3414 Eh
LUMO level   0.0379 Eh
HOMO energy   -0.304 hartree

=====

Most stable pick: S. Distance to second place: 50.0 kJ/mol.